Here is the molecule C17H17Cl2NO4S2 at a distorted geometry from the OMol25 dataset. Energies are from the ωB97M-V functional and the def2-TZVPD basis.

Each line ends with the Mulliken charge.
Atoms and positions in Å:
O  1.826  -1.993  -2.749  -0.6894
S  1.695  -1.452  -1.429  1.3018
O  2.842  -1.388  -0.576  -0.7172
N  1.157  0.120  -1.600  -0.0059
C  0.275  0.442  -2.687  -0.9832
C  -1.178  -0.015  -2.520  -0.6370
S  -1.870  0.229  -0.855  0.0216
C  -1.962  2.063  -0.720  -1.5398
C  -0.645  2.687  -0.403  0.0086
C  -0.038  3.565  -1.296  -0.3703
C  1.198  4.126  -1.037  -0.7307
C  1.854  3.803  0.141  0.3502
Cl  3.399  4.479  0.477  -0.2196
C  1.273  2.942  1.059  -0.6378
C  0.030  2.396  0.784  0.9555
Cl  -0.682  1.333  1.948  -0.1203
C  0.377  -2.284  -0.553  -0.1728
C  -0.454  -3.170  -1.210  -0.4905
C  -1.536  -3.703  -0.535  -0.7289
C  -1.779  -3.351  0.788  0.5034
C  -0.892  -2.498  1.462  0.0661
C  0.184  -1.957  0.772  -0.3039
O  -1.052  -2.175  2.779  -0.4368
C  -1.980  -2.998  3.453  -0.4831
C  -3.228  -3.190  2.595  -0.4541
O  -2.893  -3.855  1.396  -0.4630
H  0.900  0.523  -0.712  0.0930
H  0.696  -0.055  -3.564  0.4968
H  0.315  1.524  -2.840  0.3088
H  -1.258  -1.092  -2.666  0.2756
H  -1.823  0.492  -3.238  0.6367
H  -2.673  2.223  0.091  0.4608
H  -2.377  2.446  -1.650  0.4730
H  -0.553  3.823  -2.210  0.4280
H  1.652  4.804  -1.741  0.4257
H  1.780  2.699  1.979  0.4550
H  -0.243  -3.425  -2.236  0.5668
H  -2.220  -4.384  -1.015  0.4605
H  0.871  -1.298  1.276  0.6282
H  -2.213  -2.495  4.392  0.3655
H  -1.528  -3.978  3.660  0.2855
H  -3.967  -3.814  3.099  0.3468
H  -3.664  -2.208  2.366  0.2703

## Properties
HOMO-LUMO gap	0.3349	Eh
molecular weight	434.37	g/mol
energy relative to the best compared isomer or geometry (same formula, charge and spin)	0.026	eV
max |F|	0.021	hartree/bohr
LUMO	0.441	eV
2S+1	1
SMILES	O=S(=O)(NCCSCc1ccc(Cl)cc1Cl)c1ccc2c(c1)OCCO2


Here is the molecule C17H17ClN2O4S at a distorted geometry from the OMol25 dataset. Energies are from the ωB97M-V functional and the def2-TZVPD basis.

Each line ends with the Mulliken charge.
Atoms and positions in Å:
C  3.443  -0.234  1.603  -1.0776
C  2.972  1.169  1.249  -0.3409
O  1.561  1.307  1.441  -0.2017
C  1.151  1.634  2.668  0.5238
O  1.886  1.826  3.599  -0.6009
C  -0.366  1.710  2.763  -0.5265
N  -0.988  1.949  1.499  -0.7180
C  -1.577  1.035  0.845  -0.1007
N  -2.216  1.404  -0.325  -0.1618
S  -2.144  0.448  -1.715  1.2305
O  -2.492  1.339  -2.778  -0.7114
O  -2.909  -0.743  -1.531  -0.6042
C  -0.408  0.026  -1.818  0.0309
C  -0.007  -1.274  -1.586  -0.2654
C  1.340  -1.590  -1.642  -0.7585
C  2.258  -0.590  -1.936  0.4543
Cl  3.936  -0.975  -2.008  -0.1789
C  1.849  0.715  -2.179  -0.8812
C  0.501  1.023  -2.114  -0.3048
C  -1.731  -0.395  1.193  0.7339
C  -0.620  -1.193  1.449  -0.1958
C  -0.785  -2.528  1.774  -0.7211
C  -2.056  -3.071  1.851  -0.5838
C  -3.165  -2.278  1.603  -0.6077
C  -3.007  -0.945  1.273  -0.3326
H  4.506  -0.323  1.397  0.3912
H  2.907  -0.974  1.013  0.1513
H  3.272  -0.428  2.659  0.3708
H  3.138  1.385  0.192  0.2576
H  3.486  1.908  1.871  0.4496
H  -0.692  0.778  3.253  0.2289
H  -0.603  2.550  3.423  0.4753
H  -2.143  2.391  -0.529  0.3912
H  -0.755  -2.020  -1.371  0.5565
H  1.677  -2.599  -1.465  0.4752
H  2.576  1.474  -2.422  0.4680
H  0.148  2.023  -2.307  0.4310
H  0.368  -0.768  1.368  0.5430
H  0.081  -3.144  1.967  0.4483
H  -2.183  -4.114  2.104  0.4193
H  -4.156  -2.701  1.661  0.4142
H  -3.865  -0.322  1.078  0.4287

## Properties
HOMO-LUMO gap	0.3508	Eh
molecular weight	380.85	g/mol
energy relative to the best compared isomer or geometry (same formula, charge and spin)	0.230	eV
max |F|	0.023	hartree/bohr
LUMO	0.097	eV
2S+1	1
SMILES	CCOC(=O)C/N=C(/NS(=O)(=O)c1ccc(Cl)cc1)c1ccccc1


> Look up the 2S+1 of the first one.

1


Repeat the second record exactly.
Here is the molecule C17H17ClN2O4S at a distorted geometry from the OMol25 dataset. Energies are from the ωB97M-V functional and the def2-TZVPD basis.

Each line ends with the Mulliken charge.
Atoms and positions in Å:
C  3.443  -0.234  1.603  -1.0776
C  2.972  1.169  1.249  -0.3409
O  1.561  1.307  1.441  -0.2017
C  1.151  1.634  2.668  0.5238
O  1.886  1.826  3.599  -0.6009
C  -0.366  1.710  2.763  -0.5265
N  -0.988  1.949  1.499  -0.7180
C  -1.577  1.035  0.845  -0.1007
N  -2.216  1.404  -0.325  -0.1618
S  -2.144  0.448  -1.715  1.2305
O  -2.492  1.339  -2.778  -0.7114
O  -2.909  -0.743  -1.531  -0.6042
C  -0.408  0.026  -1.818  0.0309
C  -0.007  -1.274  -1.586  -0.2654
C  1.340  -1.590  -1.642  -0.7585
C  2.258  -0.590  -1.936  0.4543
Cl  3.936  -0.975  -2.008  -0.1789
C  1.849  0.715  -2.179  -0.8812
C  0.501  1.023  -2.114  -0.3048
C  -1.731  -0.395  1.193  0.7339
C  -0.620  -1.193  1.449  -0.1958
C  -0.785  -2.528  1.774  -0.7211
C  -2.056  -3.071  1.851  -0.5838
C  -3.165  -2.278  1.603  -0.6077
C  -3.007  -0.945  1.273  -0.3326
H  4.506  -0.323  1.397  0.3912
H  2.907  -0.974  1.013  0.1513
H  3.272  -0.428  2.659  0.3708
H  3.138  1.385  0.192  0.2576
H  3.486  1.908  1.871  0.4496
H  -0.692  0.778  3.253  0.2289
H  -0.603  2.550  3.423  0.4753
H  -2.143  2.391  -0.529  0.3912
H  -0.755  -2.020  -1.371  0.5565
H  1.677  -2.599  -1.465  0.4752
H  2.576  1.474  -2.422  0.4680
H  0.148  2.023  -2.307  0.4310
H  0.368  -0.768  1.368  0.5430
H  0.081  -3.144  1.967  0.4483
H  -2.183  -4.114  2.104  0.4193
H  -4.156  -2.701  1.661  0.4142
H  -3.865  -0.322  1.078  0.4287

## Properties
HOMO-LUMO gap	0.3508	Eh
molecular weight	380.85	g/mol
energy relative to the best compared isomer or geometry (same formula, charge and spin)	0.230	eV
max |F|	0.023	hartree/bohr
LUMO	0.097	eV
2S+1	1
SMILES	CCOC(=O)C/N=C(/NS(=O)(=O)c1ccc(Cl)cc1)c1ccccc1